Record 1
A molecular structure, C32H74F7InN12O14S2, computed with ωB97M-V/def2-TZVPD.

```
142
C32H74F7InN12O14S2 | the OMol25 dataset | ωB97M-V/def2-TZVPD
N -0.53780 0.67233 0.07471
H 0.24583 1.30632 0.01082
H -0.09248 -0.22821 -0.02938
H -1.24678 0.72833 -0.64245
H -0.93173 0.79431 0.99668
In 3.47091 -1.60200 -2.17380
C 2.40414 0.80898 2.36341
F 3.59004 0.33029 2.82547
F 1.52093 -0.15938 2.20156
F 1.88232 1.76961 3.17439
S 2.68469 1.67825 0.70503
O 3.89953 2.46077 0.87875
O 2.77437 0.58983 -0.25230
N 1.18890 2.47408 0.40831
S 1.53011 3.99271 0.35092
O 2.26304 4.51406 1.50364
O 1.97477 4.46354 -0.95062
C -0.23351 4.63511 0.63208
F -0.73668 4.21317 1.82842
F -0.02942 5.99268 0.61582
F -0.97797 4.33483 -0.42253
F 0.74421 -1.55944 -0.89310
C 3.52771 -6.51256 -2.91905
C 2.41044 -5.49493 -2.99435
O 2.56597 -4.32546 -2.74301
N 1.23468 -5.95831 -3.44905
C 0.01487 -5.07974 -3.59536
H 4.12094 -6.24645 -2.04420
H 4.16218 -6.43127 -3.80163
H 3.15634 -7.53601 -2.86672
H 1.11299 -6.91001 -3.76455
H 0.10737 -4.20063 -2.95763
H -0.89017 -5.59246 -3.26957
H -0.25994 -4.85291 -4.62547
C 0.87635 1.34012 -5.07050
C 1.33690 1.57489 -3.57156
O 2.12380 0.77709 -3.09878
N 0.80281 2.53306 -2.82765
C -0.09747 3.51766 -3.34860
H 1.38234 0.49807 -5.54276
H 1.00428 2.27455 -5.61692
H -0.18102 1.07562 -5.08061
H 1.07455 2.53717 -1.85490
H 0.18958 4.40973 -2.79190
H -1.12367 3.20366 -3.15781
H -0.06356 3.74352 -4.41441
C -2.96155 6.32837 6.05287
C -1.49288 5.97900 5.68105
O -0.70533 6.89350 5.39938
N -1.18931 4.72802 5.74066
C 0.11130 4.20144 5.35423
H -3.65246 6.23184 5.21535
H -3.00069 7.37064 6.36945
H -3.42118 5.79239 6.88327
H -1.93651 4.11393 6.03166
H 0.89285 4.95144 5.47577
H 0.08681 3.92851 4.29923
H 0.44165 3.36572 5.97111
C -5.45610 -0.12812 4.06542
C -4.83498 -1.30161 3.28753
O -5.06675 -1.41878 2.11001
N -3.92790 -1.99671 3.96804
C -3.26457 -3.12189 3.38717
H -4.80748 0.32213 4.81686
H -6.37852 -0.40423 4.57630
H -5.72854 0.70533 3.41793
H -3.64798 -1.67719 4.88437
H -4.00212 -3.90942 3.23255
H -2.36826 -3.37283 3.95441
H -2.76241 -2.92614 2.43974
C 1.08259 -2.51413 -6.94022
C 0.78180 -2.11117 -5.47106
O 1.63800 -2.15436 -4.56906
N -0.50259 -1.83944 -5.19729
C -1.03158 -1.64039 -3.87251
H 1.76175 -1.83564 -7.45646
H 0.13051 -2.49830 -7.47069
H 1.44774 -3.53705 -7.03185
H -1.10286 -2.01153 -5.99112
H -0.41320 -0.93959 -3.31163
H -1.15769 -2.51704 -3.23715
H -2.03529 -1.22525 -3.96375
C 4.75392 3.28329 -2.13107
C 5.55305 2.01371 -1.97588
O 5.00889 0.94221 -2.23978
N 6.81616 2.12847 -1.55901
C 7.79598 1.08117 -1.46794
H 5.33528 4.06520 -2.61968
H 4.48949 3.75214 -1.18326
H 3.82482 3.16487 -2.68860
H 7.18766 3.04957 -1.37559
H 7.59016 0.36097 -2.25981
H 7.77301 0.45393 -0.57680
H 8.82214 1.43835 -1.55464
C -3.47064 1.49169 -3.86190
C -3.36385 1.63862 -2.31212
O -2.53203 0.95210 -1.68858
N -4.03839 2.62359 -1.75912
C -3.97984 3.03669 -0.33295
H -4.33251 2.07096 -4.19316
H -3.66110 0.44012 -4.07640
H -2.53713 1.83780 -4.30559
H -4.65404 3.20641 -2.30811
H -4.95472 2.84168 0.11391
H -3.70749 4.07785 -0.15996
H -3.23510 2.53280 0.28313
C 3.42701 -4.13788 2.43577
C 2.78083 -3.34681 1.35095
O 3.45012 -2.83773 0.43790
N 1.52312 -2.98123 1.52319
C 0.59416 -3.27582 2.64958
H 2.92036 -5.07450 2.66847
H 3.60596 -3.60391 3.36902
H 4.40858 -4.39515 2.03774
H 1.12702 -2.41062 0.78997
H 1.07975 -2.97177 3.57687
H 0.24589 -4.29741 2.80179
H -0.29872 -2.65212 2.60660
C -3.18514 2.46454 3.34070
C -2.16497 1.31920 3.32879
O -1.90504 0.73549 2.27538
N -1.51439 1.01128 4.46423
C -0.57005 -0.07609 4.58689
H -3.11908 2.93141 4.32344
H -4.21537 2.17778 3.12973
H -2.83462 3.14789 2.56723
H -1.75294 1.51337 5.30749
H 0.41817 0.20516 4.95077
H -0.60040 -0.73834 3.72167
H -0.85841 -0.69749 5.43471
C -0.23439 -5.13486 -0.40015
C -1.59432 -4.43729 -0.22257
O -2.55272 -5.11430 0.01744
N -1.58984 -3.13685 -0.28352
C -2.75815 -2.28934 -0.18572
H 0.55539 -4.45334 -0.71618
H -0.28280 -5.95161 -1.12033
H 0.03129 -5.42202 0.61723
H -0.75654 -2.62460 -0.53512
H -3.16478 -2.10084 -1.17931
H -2.65921 -1.34905 0.35666
H -3.54193 -2.86576 0.30573
```

Total charge: +2
Orbital gap, eV: 1.312
E, eV: -126780.911

---

Record 2
11 unconnected molecules or ions with the total composition C45H85NO24, computed with ωB97M-V/def2-TZVPD.

```
155
C45H85NO24 | the OMol25 dataset | ωB97M-V/def2-TZVPD
C 16.94196 16.77279 24.22546
C 16.09360 16.29698 23.09757
O 14.85129 16.93606 23.38983
C 13.95974 16.86869 22.45024
O 14.12663 16.26691 21.38563
O 12.88918 17.52207 22.82398
C 11.80140 17.64827 21.89197
H 16.40967 16.54355 25.15582
H 17.13749 17.83837 24.18531
H 17.92180 16.24131 24.28315
H 15.91142 15.21807 23.08711
H 16.51080 16.57335 22.14865
H 11.75784 18.61597 21.30669
H 10.89162 17.46662 22.45666
H 11.87213 16.81651 21.18148
C 18.73055 12.96219 17.04645
C 19.68642 14.12635 16.69810
O 19.32990 14.78177 15.48362
C 19.74786 14.25980 14.37150
O 20.16192 13.09976 14.26527
O 19.59939 15.14414 13.39640
C 20.22890 14.79814 12.18787
H 18.68014 12.25939 16.24905
H 17.78311 13.29925 17.41468
H 19.18664 12.43228 17.90981
H 20.69423 13.73609 16.58928
H 19.81291 14.81018 17.52958
H 21.29326 15.00630 12.23712
H 19.80891 15.48108 11.45651
H 20.08706 13.71985 12.03391
C 17.20077 7.73888 16.93910
C 17.14140 9.20842 17.20542
O 16.03777 9.65526 18.09508
C 16.15326 9.24030 19.33232
O 17.16952 8.84994 19.87883
O 14.98366 9.20365 19.99434
C 14.95808 8.63270 21.33111
H 17.96439 7.65573 16.17909
H 16.28549 7.31752 16.64256
H 17.52311 7.19215 17.79931
H 17.02312 9.80563 16.30381
H 18.06086 9.57706 17.67779
H 14.58063 7.62304 21.17029
H 14.18878 9.17430 21.88168
H 15.90682 8.66627 21.88343
C 15.12955 13.71212 15.70683
C 15.02581 12.34443 16.27689
O 14.05209 12.26420 17.36694
C 14.45218 12.58958 18.58848
O 15.58184 12.94854 18.88000
O 13.44374 12.56120 19.46282
C 13.83373 12.83676 20.80474
H 15.71954 13.74120 14.77077
H 15.65736 14.35502 16.37576
H 14.11214 14.02385 15.44875
H 15.95622 12.03189 16.72918
H 14.59891 11.55529 15.59183
H 13.61422 13.92721 21.06057
H 14.89308 12.55044 20.90867
H 13.30416 12.18502 21.41728
C 9.82916 11.98651 21.19358
C 10.04389 11.98365 22.73350
O 10.10710 10.69922 23.25277
C 11.32102 10.06618 23.04206
C 11.16636 8.67263 23.54565
O 12.28570 10.57515 22.53631
H 10.60660 11.36100 20.75040
H 9.93727 12.95552 20.76954
H 8.85357 11.57948 20.92270
H 10.98042 12.56272 22.87581
H 9.18325 12.42062 23.23486
H 12.12822 8.22686 23.80240
H 10.69724 8.09716 22.73508
H 10.52086 8.64538 24.41880
C 11.22001 14.27575 13.18336
C 10.27626 14.16666 14.42264
O 10.61161 12.99758 15.18311
C 9.85922 12.85228 16.31748
C 10.21874 11.55359 17.06980
O 9.01320 13.64218 16.58397
H 10.92111 15.20513 12.64462
H 11.04926 13.37574 12.57972
H 12.25436 14.31861 13.42440
H 10.28469 15.01381 15.07787
H 9.26012 14.03329 14.02429
H 9.28016 11.01011 16.96309
H 10.49402 11.79266 18.11152
H 11.02124 11.12102 16.51152
C 15.02262 7.90142 10.84910
C 14.24717 7.57858 12.09978
O 13.35693 8.68617 12.43687
C 13.78721 9.53785 13.33387
C 12.75584 10.63594 13.59778
O 14.84215 9.49091 13.87215
H 15.72412 8.75743 11.05200
H 14.31736 8.14205 10.05060
H 15.67247 7.08572 10.58197
H 13.59411 6.76693 11.90103
H 14.79602 7.36616 12.98045
H 13.18426 11.59511 13.21064
H 12.64433 10.75612 14.65300
H 11.83314 10.56086 13.04128
C 8.30595 17.05469 16.98626
C 8.90420 16.47096 18.26612
O 10.36694 16.46319 18.04372
C 11.08322 15.70808 18.91159
C 12.54675 15.73495 18.61836
O 10.53538 15.09718 19.82538
H 8.68412 18.05644 16.77220
H 7.22250 17.07669 17.01274
H 8.47880 16.41117 16.08122
H 8.69800 17.16492 19.07073
H 8.60934 15.44348 18.40931
H 12.82314 14.72165 18.42218
H 13.09713 16.13004 19.50550
H 12.68444 16.35552 17.76252
C 21.59345 16.72119 21.32176
C 20.24307 16.85444 21.98872
O 19.42962 15.66758 21.99305
C 18.76488 15.37521 20.78266
C 17.97977 14.08421 20.98872
O 18.76797 16.05203 19.80162
H 21.36050 16.47823 20.26493
H 22.18758 15.92731 21.79766
H 22.12946 17.64416 21.40482
H 20.21150 17.16782 23.05398
H 19.68733 17.67069 21.48259
H 17.01158 14.36345 21.35391
H 18.47757 13.42353 21.67963
H 17.72175 13.58781 20.03212
C 16.12673 17.00245 13.47498
C 16.65520 16.52948 12.11291
O 16.93616 15.14502 12.07546
C 15.95688 14.27442 11.70081
C 16.64757 12.97534 11.56354
O 14.82499 14.63709 11.51884
H 15.93468 18.04952 13.42852
H 16.86553 16.78482 14.25982
H 15.17768 16.48208 13.76437
H 16.00078 16.80204 11.25128
H 17.61435 16.99453 12.02614
H 16.31002 12.56752 10.63054
H 16.29408 12.32876 12.39658
H 17.70939 13.02724 11.59001
C 12.37351 14.10567 24.86271
C 13.18113 13.22582 25.57579
C 13.00044 12.97113 26.89928
N 12.00853 13.50636 27.61986
C 11.24961 14.34657 27.01325
C 11.38007 14.67268 25.63200
H 12.45660 14.28623 23.81389
H 13.79294 12.59389 24.96948
H 13.62767 12.36782 27.48159
H 10.47285 14.74626 27.68377
H 10.75064 15.38773 25.08597
```

SMILES: CCOC(=O)OC.CCOC(=O)OC.CCOC(=O)OC.CCOC(=O)OC.CCOC(C)=O.CCOC(C)=O.CCOC(C)=O.CCOC(C)=O.CCOC(C)=O.CCOC(C)=O.c1ccncc1
Total charge: 0
Orbital gap, eV: 10.205
E, eV: -98674.437

---

Record 3
A molecular structure, C17H36CdCl2O3S4Sb2Si3, computed with ωB97M-V/def2-TZVPD.

```
68
C17H36CdCl2O3S4Sb2Si3 | the OMol25 dataset | ωB97M-V/def2-TZVPD
Cd -0.09754 -1.58416 0.31635
S 2.89038 1.45988 2.47205
Sb 2.45701 -0.82677 1.97016
S 2.00919 -0.43245 -0.39567
S 0.07301 -0.79400 2.59293
C 2.32339 5.06123 2.61443
Si 1.89240 4.66828 0.83373
C 3.46538 4.51093 -0.15893
C 0.87800 6.10979 0.19162
Sb 0.73686 2.36368 0.83207
Si -1.46962 2.96845 2.00965
C -2.70908 1.62100 1.66459
C -2.27759 4.61496 1.61943
C -1.01009 2.96460 3.81453
Si -0.06577 2.47724 -1.62931
C 1.44666 2.38759 -2.72088
C -1.12423 0.99131 -2.05628
C -1.05897 3.98248 -2.16215
H 3.11284 5.81778 2.66944
H 2.67439 4.16395 3.12449
H 1.44713 5.43466 3.15295
H 4.19152 5.27279 0.13892
H 3.28201 4.60392 -1.23127
H 3.90716 3.52828 0.02590
H 1.39831 7.04937 0.41104
H -0.10208 6.14393 0.66950
H 0.71964 6.05369 -0.88679
H -2.94536 1.55944 0.59845
H -3.63531 1.79711 2.22043
H -2.29203 0.66124 1.97658
H -2.35066 4.80890 0.54840
H -1.70695 5.43450 2.06504
H -3.28808 4.63409 2.04220
H -0.44290 2.05475 4.03135
H -1.88245 2.99987 4.47395
H -0.36311 3.81666 4.04105
H 2.10930 1.60012 -2.35372
H 2.00895 3.32448 -2.71726
H 1.16770 2.14828 -3.75155
H -0.59333 0.06683 -1.81917
H -1.33037 0.97905 -3.13122
H -2.07843 0.98791 -1.52149
H -0.41401 4.84782 -2.32476
H -1.81412 4.26736 -1.42805
H -1.56914 3.75394 -3.10410
Cl -2.81642 -2.34123 -0.71592
C -4.34610 -2.40035 0.15187
Cl -5.28021 -3.84977 -0.25857
H -4.93118 -1.53317 -0.12518
H -4.12638 -2.42188 1.21199
C 1.23573 -9.72682 -2.40558
C 0.96939 -8.42246 -1.70070
C 1.81634 -7.96883 -0.69805
C 1.61547 -6.73406 -0.09340
C 0.54370 -5.95112 -0.48201
C -0.32553 -6.39200 -1.47559
C -0.10862 -7.61988 -2.07565
S 0.35494 -4.32615 0.18667
O 1.59713 -4.00772 0.85455
O -0.81467 -4.34055 1.04624
O 0.10981 -3.45830 -1.00797
H 1.82456 -10.40130 -1.78327
H 1.79637 -9.55697 -3.32792
H 0.30584 -10.22859 -2.67624
H 2.65486 -8.58443 -0.39074
H 2.28864 -6.36607 0.66933
H -1.15176 -5.76120 -1.77833
H -0.78193 -7.96194 -2.85417
```

Spin multiplicity: 2
ΔE to the lowest compared entry with this formula, charge and spin, eV: 0.040
Total charge: -1
Orbital gap (spin up / spin down), eV: 6.014 / 6.195
E, eV: -134021.123
⟨S²⟩: 0.759